This record from the Open Molecules 2025 dataset describes C15H19BrCl2N7O4RhS as an isolated structure. The level of theory is ωB97M-V/def2-TZVPD.

The total charge is +2. The calculation puts the relative energy (zero: lowest compared OMol25 entry of this formula, charge and spin) at 0.053 eV. The total energy comes out at -143398.531 eV.

Positions of all 50 atoms, in Å:
1 Rh 0.7047 -0.3626 -0.1266
2 N 2.7800 -0.8288 -0.1049
3 N 3.0222 -2.1636 0.2631
4 C 2.1559 -2.7638 1.1315
5 N 2.3952 -4.0199 1.4653
6 N 1.1492 -1.9973 1.5318
7 N 0.0856 -2.6252 2.1795
8 O 0.2832 -3.6652 2.7788
9 O -0.9771 -2.0698 2.0723
10 H 3.1338 -0.6707 -1.0468
11 H 3.2734 -0.2015 0.5302
12 H 3.9093 -2.5746 0.0200
13 H 3.1466 -4.5459 1.0509
14 H 1.7931 -4.4499 2.1563
15 Br -6.6046 -1.3090 -1.2129
16 C -4.9596 -2.2252 -1.1598
17 C -4.9249 -3.5993 -1.3633
18 C -3.7131 -4.2778 -1.3297
19 C -2.5372 -3.5894 -1.0966
20 C -2.5863 -2.2123 -0.8891
21 C -3.7971 -1.5205 -0.9170
22 C -1.3687 -1.4723 -0.6181
23 O -1.3306 -0.2747 -0.1813
24 O -0.1861 -1.9869 -0.8077
25 H -5.8455 -4.1360 -1.5473
26 H -3.6948 -5.3474 -1.4849
27 H -1.5887 -4.1083 -1.0669
28 H -3.8221 -0.4511 -0.7589
29 Cl -0.1851 0.7875 2.7118
30 C -1.7695 1.4912 2.3385
31 Cl -1.6379 2.8631 1.2191
32 H -2.2152 1.8462 3.2591
33 H -2.3663 0.7224 1.8636
34 C 1.4818 5.5679 -2.2583
35 C 1.5257 4.3076 -1.4747
36 C 1.9182 4.1967 -0.1681
37 C 1.8801 2.9501 0.4750
38 N 1.4800 1.8534 -0.1914
39 C 1.1391 1.9670 -1.4786
40 S 0.7006 0.5045 -2.2299
41 N 1.1461 3.1596 -2.1028
42 C 2.3142 2.8411 1.8884
43 H 1.8558 6.4001 -1.6696
44 H 0.4544 5.7877 -2.5584
45 H 2.0825 5.4782 -3.1658
46 H 2.2520 5.0707 0.3706
47 H 0.8420 3.1975 -3.0699
48 H 3.0606 3.5975 2.1229
49 H 2.6957 1.8489 2.1190
50 H 1.4496 3.0100 2.5319


This record from the Open Molecules 2025 dataset describes C15H19BrSiTi as an isolated structure in a non-equilibrium geometry. The level of theory is ωB97M-V/def2-TZVPD.

The total charge is -2. Its spin multiplicity is 3. The calculation puts the relative energy (zero: lowest compared OMol25 entry of this formula, charge and spin) at 0.498 eV. The total energy comes out at -116896.494 eV.

Positions of all 37 atoms, in Å:
1 C -1.4922 -0.7493 -1.2707
2 C -1.5057 -1.2958 0.0766
3 C -1.8103 -0.2325 0.9743
4 H -1.4927 -2.3600 0.3232
5 C -1.8837 0.9977 0.2584
6 C -1.7024 0.6921 -1.1540
7 H -1.7464 1.3947 -1.9879
8 H -1.4283 -1.3201 -2.1956
9 H -1.9663 -0.3575 2.0432
10 H -2.2697 1.9457 0.6641
11 Ti 0.2664 -0.0368 -0.2878
12 Br 1.5207 -1.7549 -1.1484
13 C 2.4153 0.6564 -3.9607
14 C 1.3851 1.4548 -4.5288
15 C 0.3984 0.5798 -5.0718
16 H 1.3737 2.5392 -4.5924
17 C 0.8254 -0.7588 -4.8451
18 C 2.0699 -0.7107 -4.1550
19 H 2.6727 -1.5679 -3.8788
20 H 3.3320 1.0169 -3.5052
21 H -0.4954 0.8803 -5.6126
22 H 0.3227 -1.6604 -5.1845
23 C 2.4296 -1.2513 5.1843
24 Si 0.9498 -0.2737 4.5898
25 C -0.5029 -1.2722 5.2270
26 C 0.9862 1.4122 5.3877
27 C 1.0454 -0.2700 2.7663
28 C 1.0322 -0.2370 1.5271
29 H 2.4274 -1.3044 6.2865
30 H 3.3339 -0.7396 4.8197
31 H 2.3540 -2.2607 4.7486
32 H -0.3868 -1.2895 6.3214
33 H -1.4798 -0.8392 4.9682
34 H -0.4369 -2.3036 4.8486
35 H 1.9287 1.9170 5.1417
36 H 0.1413 2.0476 5.0930
37 H 0.9501 1.2484 6.4719


This record from the Open Molecules 2025 dataset describes C15H19Cl2NSSeSiYb as an isolated structure in a non-equilibrium geometry. The level of theory is ωB97M-V/def2-TZVPD.

The total charge is +1. Its spin multiplicity is 2. The calculation puts the relative energy (zero: lowest compared OMol25 entry of this formula, charge and spin) at 0.309 eV. The total energy comes out at -157982.577 eV.

Positions of all 41 atoms, in Å:
1 Yb 0.6234 -0.9879 -0.6318
2 Cl 1.5954 0.1499 1.7904
3 C 0.8983 1.7543 1.5782
4 C 0.1731 2.2940 2.5482
5 C -0.1704 3.6783 2.4654
6 C 0.3651 4.4598 1.4656
7 C 0.8761 3.8096 0.3378
8 Cl 0.9685 4.7091 -1.1008
9 C 1.1817 2.4209 0.3273
10 S 1.7300 1.5572 -1.0747
11 H -0.0650 1.7024 3.4775
12 H -0.7677 4.0850 3.2544
13 H 0.3793 5.5208 1.5212
14 N 2.5495 -1.3990 -2.8647
15 C 2.6855 -2.1643 -1.6684
16 C 1.7829 -3.1950 -1.3613
17 C 1.4005 -3.4079 -0.0258
18 C 2.2035 -2.8381 1.0220
19 C 3.3265 -2.1018 0.6521
20 C 3.4238 -1.5598 -0.6152
21 H 3.3038 -0.6754 -2.8282
22 H 2.6956 -1.9117 -3.7617
23 H 1.1472 -3.6876 -2.1041
24 H 0.4269 -3.8566 0.2004
25 H 1.9062 -2.9752 2.0815
26 H 3.9526 -1.6583 1.3888
27 H 3.9954 -0.6377 -0.7551
28 C -3.4463 -1.8501 0.1484
29 Si -2.7316 -0.3996 -0.7512
30 C -1.8991 0.6153 0.5887
31 C -3.9905 0.7185 -1.4562
32 Se -1.4062 -1.3274 -2.2959
33 H -3.6295 -1.7112 1.2032
34 H -2.7556 -2.7119 -0.0632
35 H -4.4781 -2.0360 -0.3724
36 H -2.7213 1.0553 1.2008
37 H -1.3532 1.4949 0.2327
38 H -1.2076 0.0069 1.2104
39 H -4.5494 1.3853 -0.7292
40 H -4.8688 0.2669 -2.0185
41 H -3.5506 1.4083 -2.2166


This record from the Open Molecules 2025 dataset describes an isolated ion of composition C15H19N2 and charge +1 in a non-equilibrium geometry. The level of theory is ωB97M-V/def2-TZVPD.

As for the SMILES: C=Cn1c[n+](CCC)cc1Cc1ccccc1. The total charge is +1. The calculation puts the relative energy (zero: lowest compared OMol25 entry of this formula, charge and spin) at 0.000 eV. The total energy comes out at -18836.384 eV.

Positions of all 36 atoms, in Å:
1 C 2.4131 -2.3056 1.2174
2 C 1.3131 -1.6236 1.5308
3 N 0.2080 -1.4662 0.6535
4 C -1.0908 -1.6226 0.9558
5 N -1.8522 -1.3597 -0.0800
6 C -3.3079 -1.3817 -0.1209
7 C -3.8537 0.0073 -0.4663
8 C -3.6123 1.0408 0.6526
9 C -1.0276 -1.0032 -1.1481
10 C 0.2433 -1.0651 -0.6862
11 C 1.5216 -0.7336 -1.3881
12 C 2.0520 0.5947 -0.8343
13 C 1.1890 1.6886 -0.8309
14 C 1.5927 2.9129 -0.3192
15 C 2.8717 3.0326 0.2091
16 C 3.7345 1.9528 0.1923
17 C 3.3324 0.7270 -0.3221
18 H 2.3379 -3.2182 0.6316
19 H 3.4083 -1.9714 1.4718
20 H 1.2286 -1.1299 2.4920
21 H -1.4155 -1.9212 1.9384
22 H -3.7228 -1.6429 0.8491
23 H -3.6775 -2.0723 -0.8748
24 H -4.9231 -0.0632 -0.6528
25 H -3.4254 0.3415 -1.4119
26 H -4.5445 1.2613 1.1689
27 H -2.9303 0.6220 1.3935
28 H -3.2463 1.9891 0.2729
29 H -1.3591 -0.7124 -2.1252
30 H 1.3136 -0.5885 -2.4467
31 H 2.2513 -1.5297 -1.2853
32 H 0.1860 1.5756 -1.2211
33 H 0.8853 3.7290 -0.3338
34 H 3.1655 3.9845 0.6273
35 H 4.7247 2.0623 0.6129
36 H 4.0164 -0.1109 -0.3223


Which value of total charge does entry 4 give? +1


Among the records above, which one has the highest total charge? C15H19BrCl2N7O4RhS